1.
{
  "formula": "C14H21NO4",
  "method": "ωB97M-V with the def2-TZVPD basis set",
  "symbols": ["C", "C", "C", "C", "C", "O", "C", "C", "N", "C", "C", "O", "C", "O", "C", "C", "C", "O", "C", "H", "H", "H", "H", "H", "H", "H", "H", "H", "H", "H", "H", "H", "H", "H", "H", "H", "H", "H", "H", "H"],
  "positions_angstrom": [[-2.70286, 0.51913, -2.20700], [-2.52389, -0.50984, -1.07370], [-2.43978, 0.10151, 0.32435], [-3.81592, 0.83394, 0.59648], [-1.20761, 0.94946, 0.65408], [-1.22953, 2.07224, 1.10085], [0.15246, 0.54595, 0.27928], [1.01188, 1.04275, -0.71969], [0.61190, 2.22606, -1.51684], [2.31532, 0.36348, -1.15649], [2.06089, -0.77239, -2.24065], [3.22491, 1.31525, -1.79790], [2.96410, -0.33953, 0.03232], [4.19215, -0.68948, -0.09100], [2.12765, -0.92563, 1.00869], [2.56688, -2.03476, 1.97007], [0.81992, -0.49111, 1.07930], [0.02580, -1.04248, 1.98189], [0.12249, -0.43552, 3.31376], [-2.08439, 1.40289, -2.17264], [-2.56208, -0.01361, -3.12397], [-3.71087, 0.80889, -2.42651], [-1.59039, -0.99206, -1.16629], [-3.25493, -1.24864, -1.06179], [-2.32070, -0.77985, 1.02201], [-4.66224, 0.24869, 0.33905], [-3.85892, 1.93717, 0.26460], [-3.86392, 0.88075, 1.73082], [-0.23119, 2.63305, -1.25095], [1.33874, 2.64086, -2.08382], [1.01642, -1.02172, -2.36511], [2.61904, -1.77083, -2.12309], [2.36632, -0.41720, -3.19357], [4.15992, 0.99798, -1.77531], [3.21444, -1.77167, 2.75111], [1.78747, -2.51148, 2.53668], [3.10068, -2.80572, 1.39139], [0.94929, 0.20175, 3.58286], [0.13078, -1.18667, 4.15103], [-0.82023, 0.03838, 3.43570]],
  "spin_multiplicity": 1,
  "charge": 0,
  "total_energy_ev": -24535.6890,
  "relative_energy_kcal_mol": 131.4,
  "smiles": "CC[C@H](C)C(=O)C1=C(N)[C@@](C)(O)C(=O)C(C)=C1OC"
}



2.
{
  "formula": "C14H21NPSn",
  "method": "ωB97M-V with the def2-TZVPD basis set",
  "symbols": ["C", "C", "C", "C", "C", "Sn", "P", "H", "H", "H", "H", "H", "H", "H", "H", "C", "N", "C", "C", "C", "C", "C", "C", "C", "C", "H", "H", "H", "H", "H", "H", "H", "H", "H", "H", "H", "H", "H"],
  "positions_angstrom": [[0.66451, 0.40863, -3.96732], [-0.55685, -0.32198, -3.94601], [-0.32560, -1.57259, -3.31903], [1.04018, -1.66663, -2.96190], [1.68680, -0.43390, -3.34523], [0.70654, 0.64733, -1.35839], [-0.22579, 3.23159, -1.31619], [0.85777, 1.34262, -4.50145], [-1.49367, -0.00788, -4.41245], [-1.06565, -2.36444, -3.19402], [2.76322, -0.26304, -3.39594], [1.53912, -2.53437, -2.53241], [-1.32403, 3.43216, -0.41586], [-0.78129, 3.62882, -2.57140], [0.68275, 4.29623, -0.97848], [1.43253, -1.53324, 1.87652], [1.17729, -0.31108, 2.68461], [2.41341, 0.24329, 3.29317], [0.43092, 0.78333, 1.92842], [-0.83209, 0.22816, 1.34878], [-1.83627, -0.11302, 2.26064], [-3.03345, -0.66239, 1.79736], [-3.21371, -0.86739, 0.43072], [-2.18659, -0.54770, -0.47644], [-0.99676, -0.00631, -0.01988], [2.01973, -1.26985, 0.99038], [0.48067, -1.98491, 1.58668], [1.99494, -2.23032, 2.50573], [0.53751, -0.58671, 3.44816], [3.09847, 0.52680, 2.49235], [2.14068, 1.12152, 3.87620], [2.86560, -0.51950, 3.93428], [0.23233, 1.55372, 2.68769], [1.14689, 1.20865, 1.20849], [-1.69898, 0.06371, 3.33663], [-3.82588, -0.92013, 2.50455], [-4.15848, -1.26943, 0.05895], [-2.35678, -0.72975, -1.53791]],
  "spin_multiplicity": 1,
  "charge": -1,
  "total_energy_ev": -31462.3184
}



3.
{
  "formula": "C14H22BF4GaN4S2",
  "method": "ωB97M-V with the def2-TZVPD basis set",
  "symbols": ["Ga", "C", "C", "N", "C", "C", "S", "C", "C", "S", "C", "N", "C", "H", "H", "H", "H", "H", "H", "H", "H", "C", "C", "N", "C", "C", "C", "C", "N", "H", "H", "H", "H", "H", "H", "H", "H", "H", "H", "H", "H", "H", "H", "F", "B", "F", "F", "F"],
  "positions_angstrom": [[1.32954, 0.30128, -0.14387], [3.65025, -0.35052, -2.75165], [4.03358, -0.44922, -1.32145], [3.17064, -0.40910, -0.32164], [3.76530, -0.52329, 0.92719], [5.10858, -0.65973, 0.86476], [5.63216, -0.64483, -0.76672], [2.85640, -0.48940, 2.06390], [3.09893, -0.61440, 3.38953], [1.63968, -0.46671, 4.27146], [0.75103, -0.25276, 2.83849], [1.51742, -0.29943, 1.76495], [-0.71974, -0.03714, 2.79903], [2.56688, -0.36370, -2.84907], [4.07346, -1.17191, -3.32928], [4.02789, 0.57544, -3.18899], [5.81902, -0.75221, 1.67068], [4.03980, -0.77109, 3.89225], [-1.11904, 0.09164, 3.80242], [-1.21991, -0.89105, 2.33881], [-0.95162, 0.85671, 2.21644], [-4.65726, -1.20355, -0.01096], [-3.73375, -1.29677, -1.21950], [-2.62643, -0.32317, -1.16559], [-2.98299, 1.07407, -1.49035], [-3.00984, 1.98939, -0.26805], [-1.41279, -0.67497, -0.82821], [-1.11246, -2.07761, -0.39942], [-0.37917, 0.17411, -0.92491], [-5.44830, -1.94504, -0.11455], [-5.13126, -0.22522, 0.05773], [-4.12347, -1.40352, 0.91955], [-4.29516, -1.08774, -2.12861], [-3.33151, -2.30167, -1.31365], [-3.97198, 1.04797, -1.93896], [-2.30789, 1.46222, -2.25755], [-3.75916, 1.65691, 0.44881], [-3.26171, 3.00008, -0.58525], [-2.04444, 2.03961, 0.23111], [-1.14558, -2.74337, -1.26397], [-1.82855, -2.45037, 0.33072], [-0.10793, -2.13114, 0.01696], [-0.60036, 1.06517, -1.35637], [1.83757, 1.74935, -1.57109], [1.64142, 2.87949, -0.60790], [0.28436, 3.08829, -0.55502], [1.97137, 2.07485, 0.62890], [2.46703, 3.88403, -0.80114]],
  "spin_multiplicity": 1,
  "charge": 2,
  "total_energy_ev": -106423.2993
}



4.
{
  "formula": "C14H22BN3O3",
  "method": "ωB97M-V with the def2-TZVPD basis set",
  "symbols": ["C", "C", "O", "B", "O", "C", "C", "C", "N", "C", "O", "H", "H", "H", "H", "H", "H", "H", "H", "H", "H", "H", "H", "C", "C", "C", "N", "C", "H", "H", "H", "H", "H", "C", "C", "C", "N", "C", "H", "H", "H", "H", "H"],
  "positions_angstrom": [[-2.82046, 1.84218, 0.24300], [-1.51582, 1.46658, -0.72052], [-0.48394, 2.51696, -0.70152], [0.49487, 2.32301, 0.38658], [0.21717, 2.57543, 1.84191], [2.02341, 1.83801, -0.05085], [3.16833, 1.67521, 1.13262], [2.78820, 0.20679, 1.83725], [1.54703, -0.27427, 1.08353], [1.79712, 0.22319, -0.34399], [1.86880, -0.43802, -1.50188], [-3.29118, 0.83059, 0.62818], [-3.64285, 2.33946, -0.45425], [-2.55485, 2.59583, 1.10276], [-1.95301, 1.43926, -1.83098], [-1.10400, 0.37767, -0.52549], [0.82682, 3.34432, 2.08500], [2.31887, 2.43568, -1.02725], [4.16494, 1.68447, 0.51662], [3.06330, 2.46243, 1.99258], [2.70820, 0.36891, 2.99570], [3.58705, -0.60416, 1.55699], [1.28810, -1.27948, 1.19168], [-1.86645, -2.10984, 3.22106], [-1.66162, -1.88550, 4.60344], [-1.15805, -0.61151, 4.74237], [-1.04743, -0.06111, 3.49195], [-1.48227, -0.96551, 2.55841], [-2.25364, -3.00861, 2.75887], [-1.86068, -2.57842, 5.41073], [-0.86852, -0.05148, 5.62152], [-0.70015, 0.86745, 3.28993], [-1.47963, -0.71862, 1.50520], [-0.07286, -1.46126, -5.98068], [-0.94688, -2.40637, -5.39238], [-0.52105, -2.60973, -4.09883], [0.58204, -1.82406, -3.88760], [0.85946, -1.11603, -5.02790], [-0.11925, -1.07333, -6.98997], [-1.79593, -2.88642, -5.86158], [-0.90675, -3.24555, -3.31313], [1.10831, -1.77395, -3.02495], [1.69524, -0.43020, -5.06414]],
  "spin_multiplicity": 1,
  "charge": 0,
  "total_energy_ev": -26161.8713,
  "smiles": "CCOB(O)[C@H]1CCNC1=O.c1cc[nH]c1.c1cc[nH]c1"
}



5.
{
  "formula": "C14H22I2LaNO4P2S",
  "method": "ωB97M-V with the def2-TZVPD basis set",
  "symbols": ["I", "I", "La", "P", "C", "C", "H", "H", "H", "H", "H", "H", "C", "H", "H", "H", "P", "C", "C", "H", "H", "H", "C", "H", "H", "H", "H", "H", "H", "C", "O", "O", "C", "N", "S", "O", "O", "C", "C", "C", "C", "C", "C", "H", "H", "H", "H"],
  "positions_angstrom": [[3.82404, 0.74598, -0.22168], [-1.13545, -2.39757, -1.78035], [0.86715, -0.21684, -1.07775], [0.60668, 2.53568, -1.98104], [-0.00498, 3.90511, -0.96317], [2.09623, 3.18460, -2.82272], [1.83628, 4.08472, -3.39977], [-0.85361, 3.03056, -3.88116], [2.56027, 2.43197, -3.47800], [-0.26378, 1.32495, -3.95533], [0.60114, 3.84787, -0.04459], [2.83691, 3.41818, -2.04206], [-0.63783, 2.12692, -3.28919], [0.14894, 4.87714, -1.46191], [-1.55736, 1.75360, -2.80565], [-1.05240, 3.78928, -0.63885], [2.38282, -2.88840, -0.48904], [2.22412, -3.39173, 1.26597], [1.61391, -4.23977, -1.48986], [4.24968, -2.56533, -1.94804], [4.46275, -4.06911, -0.97591], [4.75179, -2.42451, -0.25423], [4.14683, -3.01661, -0.95028], [1.59113, -3.86257, -2.52125], [2.11680, -5.21404, -1.44659], [2.58681, -4.40557, 1.45546], [1.17187, -3.32850, 1.56160], [0.56167, -4.32249, -1.16257], [2.77046, -2.68908, 1.90195], [1.29467, -0.43953, 1.22379], [1.24708, -0.65234, 2.35590], [0.11493, 1.87190, 1.62159], [-1.03295, 1.37805, 1.38759], [-1.40431, 0.99796, 0.11158], [-3.02497, 0.86472, -0.01706], [-3.66666, 2.11007, -0.39784], [-3.39689, -0.34763, -0.72296], [-3.25307, 0.63860, 1.66773], [-4.30369, -0.13545, 2.17426], [-4.35621, -0.34575, 3.57281], [-3.33463, 0.24855, 4.34927], [-2.22019, 0.88157, 3.75378], [-2.12200, 1.01084, 2.36330], [-5.06448, -0.61456, 1.55998], [-5.14566, -0.93115, 4.08594], [-3.40476, 0.15245, 5.44680], [-1.42909, 1.28727, 4.35956]],
  "spin_multiplicity": 1,
  "charge": 2,
  "total_energy_ev": -71012.4949,
  "relative_energy_kcal_mol": 27.6
}



6.
{
  "formula": "C14H22N2O5V",
  "method": "ωB97M-V with the def2-TZVPD basis set",
  "symbols": ["V", "C", "C", "O", "C", "C", "O", "C", "C", "O", "C", "C", "O", "H", "H", "H", "H", "H", "H", "H", "H", "H", "H", "H", "H", "H", "H", "H", "H", "N", "C", "O", "C", "C", "C", "C", "N", "C", "H", "H", "H", "H", "H", "H"],
  "positions_angstrom": [[7.61940, 5.44428, 6.40136], [5.97259, 4.53697, 8.94561], [4.99193, 4.07272, 7.89932], [5.62642, 4.25221, 6.58653], [4.73735, 4.19539, 5.46769], [5.54570, 4.56347, 4.22887], [6.54362, 5.59332, 4.50571], [6.07912, 6.91044, 4.08761], [5.52588, 7.59405, 5.30116], [6.15478, 7.12183, 6.50258], [5.35808, 7.41525, 7.68123], [6.09932, 6.86837, 8.88120], [6.75526, 5.66013, 8.43977], [6.65245, 3.71732, 9.18899], [5.41502, 4.74879, 9.88923], [4.05651, 4.61272, 7.83043], [4.77560, 3.01959, 8.12308], [3.84654, 4.80063, 5.70309], [4.39790, 3.16346, 5.34097], [4.89848, 4.87598, 3.35458], [6.13522, 3.67599, 3.93084], [5.39018, 6.88548, 3.22753], [6.97963, 7.46894, 3.78124], [4.44092, 7.43418, 5.43498], [5.70752, 8.68878, 5.19218], [4.36324, 6.97113, 7.52036], [5.19814, 8.50575, 7.84788], [5.38941, 6.60068, 9.69702], [6.86889, 7.54853, 9.21982], [13.56075, 6.69633, 9.02098], [12.26829, 6.95310, 8.59281], [11.50115, 7.73206, 9.14615], [11.90929, 6.23145, 7.35001], [12.71850, 5.38640, 6.61435], [12.26124, 4.85536, 5.39596], [10.92234, 5.04482, 5.01841], [10.07704, 5.74580, 5.86852], [10.58119, 6.37939, 6.95655], [13.91060, 7.31721, 9.73229], [14.18432, 6.24292, 8.32276], [13.73648, 5.12556, 6.96266], [12.94144, 4.27942, 4.78858], [10.46046, 4.64428, 4.11006], [9.92034, 6.98331, 7.60327]],
  "spin_multiplicity": 4,
  "charge": 2,
  "total_energy_ev": -53764.1664,
  "relative_energy_kcal_mol": 0.0
}



7.
{
  "formula": "C14H22NO2S",
  "method": "ωB97M-V with the def2-TZVPD basis set",
  "symbols": ["C", "C", "C", "C", "C", "C", "C", "C", "S", "C", "O", "O", "C", "C", "N", "C", "C", "C", "H", "H", "H", "H", "H", "H", "H", "H", "H", "H", "H", "H", "H", "H", "H", "H", "H", "H", "H", "H", "H", "H"],
  "positions_angstrom": [[-4.34847, 0.33065, 1.40151], [-3.00825, 0.95879, 0.95467], [-2.96090, 0.99343, -0.56552], [-3.54598, 2.06595, -1.27903], [-3.49922, 2.07699, -2.67994], [-2.85967, 1.05060, -3.39504], [-2.32543, -0.05808, -2.66217], [-2.36825, -0.07547, -1.27713], [-1.65667, -1.48047, -0.51157], [0.03530, -1.15809, -0.84090], [0.68565, -1.95919, -1.50818], [0.51425, 0.02025, -0.35688], [1.83935, 0.36878, -0.81077], [2.99864, -0.57146, -0.32253], [3.12561, -0.73331, 1.16899], [2.01597, -1.57316, 1.71245], [4.30676, -1.57997, 1.35801], [3.26612, 0.56191, 1.90918], [-4.42312, 0.37494, 2.48556], [-5.21184, 0.90184, 1.00726], [-4.41617, -0.71414, 1.11141], [-2.85567, 1.96177, 1.36090], [-2.23310, 0.33014, 1.33809], [-4.04886, 2.85125, -0.72054], [-3.92704, 2.91789, -3.20546], [-2.76142, 1.09973, -4.46222], [-1.82950, -0.84732, -3.23660], [2.04827, 1.39498, -0.54359], [1.79872, 0.37592, -1.88976], [3.91527, -0.12131, -0.69037], [2.94358, -1.52917, -0.84199], [1.03450, -1.05959, 1.63959], [1.90364, -2.49449, 1.11965], [2.12250, -1.88076, 2.78290], [4.47997, -1.77810, 2.40783], [5.21175, -1.13871, 0.90155], [4.10868, -2.55058, 0.89600], [4.08076, 1.08439, 1.46021], [2.40668, 1.18798, 1.80755], [3.43759, 0.39520, 2.97687]],
  "spin_multiplicity": 1,
  "charge": 1,
  "total_energy_ev": -31288.3924,
  "relative_energy_kcal_mol": 0.0,
  "smiles": "CCc1ccccc1SC(=O)OCC[N+](C)(C)C"
}



8.
{
  "formula": "C14H22NO2S",
  "method": "ωB97M-V with the def2-TZVPD basis set",
  "symbols": ["C", "C", "C", "C", "C", "C", "C", "C", "S", "C", "O", "O", "C", "C", "N", "C", "C", "C", "H", "H", "H", "H", "H", "H", "H", "H", "H", "H", "H", "H", "H", "H", "H", "H", "H", "H", "H", "H", "H", "H"],
  "positions_angstrom": [[2.28735, -1.68359, 4.35366], [1.09167, -1.61507, 3.43513], [0.37278, -0.29056, 3.63035], [-0.45119, -0.11679, 4.71215], [-1.14262, 1.07960, 4.91825], [-1.08172, 2.11603, 3.98940], [-0.22346, 1.95155, 2.88924], [0.55099, 0.79480, 2.73312], [1.63730, 0.72301, 1.34799], [0.60112, 0.15590, -0.01010], [1.12207, -0.70518, -0.70860], [-0.65769, 0.62837, -0.19955], [-1.31471, 0.21043, -1.42093], [-0.63786, 0.86849, -2.66067], [-0.34778, 0.01367, -3.85486], [0.54392, -1.09831, -3.51845], [0.31528, 0.88442, -4.89011], [-1.62294, -0.49869, -4.38906], [2.79806, -2.64993, 4.23276], [2.00449, -1.56196, 5.37992], [3.06343, -0.88041, 4.17368], [0.39330, -2.45149, 3.68792], [1.42756, -1.73333, 2.37466], [-0.64122, -0.93291, 5.38973], [-1.83585, 1.17627, 5.72906], [-1.64731, 3.03982, 4.14971], [-0.10443, 2.70358, 2.13445], [-2.39270, 0.39106, -1.42568], [-1.22813, -0.87603, -1.47325], [-1.27814, 1.69559, -2.98270], [0.28324, 1.34608, -2.25109], [0.76348, -1.70874, -4.43030], [1.51002, -0.71971, -3.11965], [0.05431, -1.73524, -2.76209], [-0.32648, 1.68693, -5.28276], [0.66685, 0.28408, -5.77490], [1.23190, 1.35250, -4.50769], [-1.42998, -1.05850, -5.30014], [-2.21405, 0.36009, -4.61329], [-2.14086, -1.14582, -3.68528]],
  "spin_multiplicity": 1,
  "charge": 1,
  "total_energy_ev": -31288.2731,
  "relative_energy_kcal_mol": 2.8,
  "smiles": "CCc1ccccc1SC(=O)OCC[N+](C)(C)C"
}